Record 1
Below is a cluster of 8 separate species, C50H117F3N6O9S in total in a non-equilibrium geometry, with properties calculated with the ωB97M-V functional and the def2-TZVPD basis.

Relative energy (zero: lowest compared OMol25 entry of this formula, charge and spin): 0.00 kcal per mole
Kohn-Sham gap: 8.8 eV
Net charge: +4
Lowest unoccupied orbital energy: -7.588 eV

Element x y z (Å)
C: 0.936 0.664 -1.289
C: 0.384 -0.749 -1.321
O: 1.237 -1.746 -0.857
H: 0.253 1.464 -1.580
H: 1.843 0.748 -1.901
H: 1.350 0.909 -0.297
H: 0.141 -1.025 -2.367
H: -0.611 -0.742 -0.840
C: -1.956 10.742 1.692
C: -2.151 10.327 0.231
C: -2.351 8.814 0.102
C: -2.468 8.303 -1.303
N: -2.901 6.863 -1.441
C: -2.958 6.376 -2.861
C: -2.723 4.883 -2.775
C: -1.567 4.838 -1.783
C: -1.923 5.912 -0.761
C: -4.262 6.660 -0.822
H: -0.989 10.487 2.122
H: -2.720 10.304 2.344
H: -2.154 11.812 1.749
H: -1.250 10.641 -0.305
H: -2.998 10.894 -0.149
H: -3.293 8.686 0.650
H: -1.631 8.277 0.725
H: -1.529 8.410 -1.853
H: -3.204 8.826 -1.920
H: -3.862 6.681 -3.387
H: -2.164 6.887 -3.413
H: -3.635 4.340 -2.542
H: -2.364 4.515 -3.737
H: -1.464 3.840 -1.353
H: -0.625 5.064 -2.282
H: -2.401 5.512 0.132
H: -1.027 6.432 -0.425
H: -4.229 6.841 0.245
H: -4.511 5.608 -0.960
H: -4.959 7.298 -1.356
C: 9.741 -2.252 -3.714
C: 8.965 -1.582 -2.582
C: 7.506 -1.264 -2.910
C: 6.852 -0.646 -1.686
N: 5.420 -0.185 -1.913
C: 5.327 0.928 -2.964
C: 4.640 2.092 -2.298
C: 4.842 1.885 -0.785
C: 4.830 0.368 -0.627
C: 4.614 -1.342 -2.391
H: 9.244 -3.173 -4.024
H: 10.674 -2.610 -3.271
H: 10.017 -1.605 -4.540
H: 9.506 -0.669 -2.312
H: 9.005 -2.212 -1.689
H: 7.025 -2.213 -3.158
H: 7.419 -0.623 -3.790
H: 7.385 0.206 -1.264
H: 6.760 -1.433 -0.940
H: 4.831 0.495 -3.828
H: 6.325 1.161 -3.330
H: 3.593 2.193 -2.588
H: 5.050 3.059 -2.591
H: 4.022 2.411 -0.303
H: 5.803 2.310 -0.504
H: 3.834 -0.053 -0.518
H: 5.500 0.135 0.195
H: 4.870 -1.596 -3.413
H: 3.562 -1.075 -2.280
H: 4.821 -2.208 -1.763
C: -5.156 2.465 5.018
C: -3.640 2.336 5.110
C: -2.927 2.564 3.776
C: -1.445 2.476 4.052
N: -0.595 2.404 2.793
C: 0.891 2.520 3.136
C: 1.232 3.914 2.650
C: 0.434 3.976 1.342
C: -0.929 3.583 1.879
C: -0.851 1.117 2.073
H: -5.579 1.674 4.395
H: -5.439 3.433 4.604
H: -5.655 2.376 5.982
H: -3.412 1.368 5.568
H: -3.293 3.077 5.837
H: -3.143 3.613 3.558
H: -3.322 1.942 2.977
H: -1.185 1.551 4.581
H: -1.028 3.245 4.702
H: 1.443 1.739 2.625
H: 1.002 2.442 4.215
H: 2.275 4.125 2.405
H: 0.957 4.722 3.328
H: 0.762 3.205 0.637
H: 0.472 4.937 0.836
H: -1.686 3.314 1.141
H: -1.387 4.333 2.520
H: -0.769 0.286 2.767
H: -0.141 1.031 1.248
H: -1.821 1.192 1.588
C: 6.578 -2.321 1.488
O: 5.224 -2.396 1.046
C: 4.747 -3.714 1.229
C: 3.265 -3.783 0.909
N: 2.545 -2.552 1.428
H: 3.299 -1.898 1.667
H: 2.027 -2.114 0.624
C: 1.629 -2.656 2.590
C: 2.336 -3.066 3.866
O: 2.731 -4.407 3.710
C: 3.617 -4.868 4.719
H: 7.271 -2.979 0.960
H: 6.630 -2.566 2.554
H: 6.926 -1.291 1.424
H: 4.875 -4.035 2.272
H: 5.277 -4.480 0.653
H: 2.822 -4.646 1.394
H: 3.069 -3.735 -0.160
H: 0.765 -3.273 2.358
H: 1.289 -1.625 2.731
H: 1.769 -2.895 4.783
H: 3.268 -2.469 3.906
H: 3.755 -5.940 4.646
H: 3.220 -4.662 5.720
H: 4.563 -4.316 4.660
C: 0.794 -4.431 -7.169
O: 0.506 -3.645 -6.020
C: -0.154 -4.375 -5.042
C: -0.073 -3.672 -3.718
N: 1.333 -3.340 -3.300
H: 1.683 -2.498 -3.750
H: 1.220 -3.025 -2.309
C: 2.338 -4.470 -3.287
C: 1.801 -5.676 -2.559
O: 1.411 -5.268 -1.273
C: 0.876 -6.324 -0.505
H: -0.135 -4.850 -7.568
H: 1.495 -5.243 -6.951
H: 1.240 -3.838 -7.963
H: 0.201 -5.413 -4.937
H: -1.213 -4.568 -5.275
H: -0.555 -4.177 -2.885
H: -0.554 -2.692 -3.770
H: 3.205 -4.014 -2.813
H: 2.484 -4.676 -4.347
H: 2.568 -6.457 -2.542
H: 0.959 -6.071 -3.136
H: -0.200 -6.479 -0.641
H: 1.027 -6.173 0.564
H: 1.362 -7.278 -0.736
C: -3.100 -3.460 0.551
C: -4.563 -3.103 0.371
N: -5.306 -2.783 1.659
C: -4.752 -1.501 2.235
C: -6.798 -2.594 1.437
C: -7.105 -1.499 0.426
C: -5.135 -3.866 2.713
C: -5.728 -5.211 2.398
O: -5.175 -5.777 1.231
C: -5.436 -7.168 1.058
H: -2.503 -2.701 1.055
H: -2.713 -3.639 -0.453
H: -2.985 -4.414 1.069
H: -5.081 -3.936 -0.089
H: -4.597 -2.147 -0.148
H: -4.622 -0.758 1.456
H: -3.882 -1.843 2.789
H: -5.485 -1.085 2.925
H: -7.204 -2.354 2.418
H: -7.205 -3.533 1.076
H: -8.175 -1.427 0.241
H: -6.732 -1.821 -0.549
H: -6.703 -0.532 0.716
H: -5.590 -3.410 3.592
H: -4.070 -4.000 2.900
H: -6.820 -5.156 2.267
H: -5.685 -5.912 3.240
H: -6.134 -7.277 0.221
H: -5.894 -7.664 1.913
H: -4.521 -7.651 0.722
C: -3.878 1.137 -1.057
F: -3.218 1.784 -2.017
F: -4.699 0.302 -1.695
F: -3.030 0.379 -0.326
S: -4.837 2.293 0.029
O: -3.867 3.285 0.494
O: -5.811 2.893 -0.837
O: -5.389 1.431 1.056

***

Record 2
Below is a cluster of 12 separate species, C50H120N4O19 in total in a non-equilibrium geometry, with properties calculated with the ωB97M-V functional and the def2-TZVPD basis.

Kohn-Sham gap (alpha / beta): 7.8 / 3.4 eV
Net charge: +1
Lowest unoccupied orbital energy (alpha / beta): -2.140 / -6.614 eV
Multiplicity: 2
⟨S²⟩: 0.75

Element x y z (Å)
O: 5.131 4.324 -3.585
H: 5.190 4.372 -4.539
H: 5.149 3.387 -3.389
C: -5.309 -0.237 0.452
C: -6.217 -0.244 -0.796
C: -7.738 -0.505 -0.351
C: -8.314 0.760 0.362
C: -8.172 1.979 -0.551
C: -6.684 2.270 -1.038
N: -6.155 1.019 -1.622
O: -4.940 1.136 -2.232
C: -6.931 3.217 -2.219
C: -5.902 2.931 0.113
C: -5.959 -1.516 -1.496
H: -4.686 -1.125 0.558
H: -5.902 -0.247 1.367
H: -4.542 0.537 0.438
H: -8.274 -0.807 -1.251
H: -7.806 -1.289 0.403
H: -7.743 1.009 1.256
H: -9.335 0.735 0.741
H: -8.572 2.826 0.006
H: -8.761 1.735 -1.435
H: -6.020 3.448 -2.771
H: -7.683 2.798 -2.887
H: -7.232 4.201 -1.860
H: -5.595 2.295 0.943
H: -4.983 3.362 -0.284
H: -6.572 3.664 0.563
H: -6.161 -2.425 -0.930
H: -5.007 -1.517 -2.026
H: -6.577 -1.631 -2.386
H: -4.352 0.966 -1.493
C: 3.696 -2.282 5.765
C: 2.343 -3.029 6.148
C: 1.574 -2.302 7.312
C: 0.693 -1.118 6.773
C: -0.276 -1.697 5.688
C: 0.531 -2.234 4.465
N: 1.473 -3.287 4.946
O: 2.087 -3.907 3.890
C: -0.457 -2.828 3.488
C: 1.344 -1.091 3.834
C: 2.710 -4.519 6.714
H: 3.976 -2.353 4.714
H: 4.509 -2.638 6.398
H: 3.584 -1.211 5.934
H: 0.929 -3.036 7.796
H: 2.267 -1.857 8.026
H: 1.326 -0.322 6.381
H: 0.226 -0.685 7.658
H: -1.017 -0.940 5.433
H: -0.755 -2.592 6.085
H: -1.285 -2.163 3.243
H: -0.033 -3.109 2.524
H: -1.021 -3.684 3.860
H: 1.992 -1.513 3.067
H: 0.652 -0.417 3.328
H: 2.034 -0.565 4.494
H: 3.244 -4.211 7.612
H: 3.384 -5.071 6.058
H: 1.832 -5.103 6.991
H: 1.600 -4.729 3.798
C: 0.379 -0.339 -0.307
C: -0.110 1.103 -0.280
C: -0.030 1.544 1.175
C: 1.377 2.007 1.595
C: 1.755 3.201 0.765
C: 1.874 2.715 -0.747
N: 0.673 1.995 -1.237
O: 0.665 1.673 -2.607
C: 1.997 3.984 -1.654
C: 3.164 1.931 -0.979
C: -1.637 1.175 -0.619
H: -0.313 -0.908 0.314
H: 1.401 -0.428 0.060
H: 0.308 -0.685 -1.338
H: -0.818 2.264 1.394
H: -0.451 0.799 1.850
H: 2.194 1.314 1.393
H: 1.407 2.134 2.677
H: 2.618 3.662 1.245
H: 0.948 3.931 0.825
H: 2.213 3.704 -2.685
H: 1.085 4.578 -1.701
H: 2.723 4.733 -1.336
H: 3.938 2.427 -0.394
H: 3.056 0.935 -0.549
H: 3.365 1.829 -2.046
H: -2.040 2.187 -0.581
H: -2.178 0.444 -0.018
H: -1.976 0.835 -1.597
H: 1.084 0.811 -2.540
C: -0.709 -3.712 -0.524
C: -1.916 -4.656 -0.815
C: -2.144 -4.539 -2.361
C: -2.888 -5.776 -2.914
C: -2.172 -7.080 -2.519
C: -2.067 -7.283 -1.000
N: -1.453 -6.012 -0.475
O: -1.238 -6.158 0.913
C: -3.439 -7.769 -0.541
C: -1.007 -8.442 -0.732
C: -3.221 -4.215 -0.046
H: -1.021 -2.705 -0.802
H: 0.151 -4.090 -1.077
H: -0.467 -3.750 0.538
H: -2.854 -3.756 -2.630
H: -1.286 -4.419 -3.022
H: -3.014 -5.630 -3.987
H: -3.874 -5.673 -2.461
H: -1.188 -7.091 -2.987
H: -2.808 -7.876 -2.906
H: -4.213 -7.200 -1.055
H: -3.643 -8.794 -0.850
H: -3.594 -7.647 0.531
H: 0.001 -8.302 -1.124
H: -0.868 -8.671 0.325
H: -1.364 -9.377 -1.163
H: -3.090 -4.236 1.036
H: -4.019 -4.929 -0.248
H: -3.530 -3.216 -0.353
H: -2.127 -6.191 1.274
C: 4.280 -1.563 0.697
C: 3.562 -2.768 -0.095
O: 4.640 -3.463 -0.695
O: 5.211 -1.927 1.662
H: 3.546 -0.916 1.177
H: 4.884 -0.964 0.015
H: 2.885 -2.310 -0.816
H: 3.060 -3.365 0.666
H: 5.222 -3.647 0.045
H: 5.360 -1.150 2.205
C: 6.129 0.832 -4.319
C: 7.129 0.087 -3.476
O: 6.557 -1.118 -2.908
O: 5.161 1.482 -3.656
H: 5.567 0.252 -5.051
H: 6.825 1.526 -4.789
H: 7.496 0.702 -2.654
H: 7.993 -0.286 -4.026
H: 7.151 -1.290 -2.174
H: 4.564 0.838 -3.269
C: 4.087 7.511 -2.383
C: 3.259 8.844 -2.603
O: 4.206 9.858 -3.139
O: 4.619 7.083 -3.646
H: 3.457 6.804 -1.845
H: 4.950 7.541 -1.718
H: 2.860 9.203 -1.654
H: 2.446 8.754 -3.323
H: 4.725 9.388 -3.795
H: 5.025 6.232 -3.464
C: -3.148 1.691 5.267
C: -1.926 2.623 5.314
O: -1.537 2.911 4.028
O: -4.211 2.450 4.724
H: -3.485 1.456 6.276
H: -2.912 0.783 4.712
H: -1.112 2.098 5.812
H: -2.256 3.522 5.835
H: -2.046 3.674 3.742
H: -3.771 3.142 4.225
C: 6.440 4.777 -0.220
C: 6.428 3.720 0.888
O: 7.578 2.840 0.769
O: 7.117 5.947 0.185
H: 5.433 5.099 -0.483
H: 6.971 4.426 -1.105
H: 5.459 3.237 1.018
H: 6.534 4.230 1.845
H: 8.009 3.136 -0.036
H: 6.564 6.674 0.481
C: -2.672 3.889 -3.353
C: -3.116 5.015 -4.445
O: -2.371 6.280 -4.299
O: -1.487 3.082 -3.771
H: -3.480 3.158 -3.375
H: -2.552 4.312 -2.355
H: -4.188 5.206 -4.380
H: -2.915 4.726 -5.476
H: -1.439 6.082 -4.419
H: -1.036 2.801 -2.971
C: 0.625 -2.216 -4.435
C: 1.660 -1.059 -4.640
O: 2.320 -0.878 -3.410
O: 1.061 -3.496 -4.822
H: -0.076 -2.025 -5.247
H: 0.027 -2.136 -3.527
H: 1.285 -0.096 -4.987
H: 2.412 -1.344 -5.377
H: 3.097 -1.437 -3.341
H: 1.742 -3.772 -4.204